--- P ---
# C3H9NO3

A 3-piece molecular cluster, C3H9NO3 overall (wB97M-V/def2-TZVPD, OMol25).

As for the total charge: 0. The spin multiplicity is 1. Its SMILES is NC=O.C=C.OO.

Last column: Mulliken charge in e.
Geometry (Å):
1 O 1.30025 -2.05940 -0.09409  -0.344
2 H -1.93186 1.53055 -0.71204  0.334
3 H -2.64137 -0.78280 -0.29522  0.373
4 H 1.67071 0.48282 2.28831  0.240
5 O 2.23867 0.47340 -0.18764  -0.683
6 O 0.35877 -1.39383 0.73965  -0.367
7 H 0.42610 1.42708 -0.19927  0.158
8 C 1.28765 0.96128 0.37941  0.400
9 H -1.52005 -1.35296 -1.61460  0.377
10 N 1.16869 1.14159 1.71092  -0.380
11 H -0.59840 -1.60365 0.24507  0.353
12 H 0.28926 1.45418 2.09428  0.239
13 C -1.40859 0.69644 -1.15739  -0.696
14 H -0.81527 0.94471 -2.02191  0.346
15 C -1.76337 -0.58389 -0.89486  -0.732
16 H 1.93881 -1.33554 -0.28062  0.381



--- Q ---
# C3H9NO3

One molecule with the formula C3H9NO3 (wB97M-V/def2-TZVPD, OMol25).

As for the total charge: 0. The spin multiplicity is 1. Its SMILES is CC(C)(O)N(O)O.

Last column: Mulliken charge in e.
Geometry (Å):
1 H 2.76902 -0.66277 -0.17746  0.354
2 C -0.47786 -1.47381 -0.38114  -1.615
3 H -0.06402 -2.06692 0.43046  0.363
4 C -0.30329 0.00805 -0.08496  1.399
5 O 1.41003 1.59464 0.14160  -0.411
6 H -0.90776 -0.16747 1.98421  0.346
7 H -2.18872 0.36860 0.87728  0.377
8 H -0.90455 1.48970 1.36949  0.387
9 H -1.53712 -1.69095 -0.49118  0.405
10 N 1.10492 0.25296 0.32086  -0.102
11 O -0.65914 0.73357 -1.23901  -0.613
12 O 2.01276 -0.34795 -0.69264  -0.498
13 H -0.72807 1.66810 -0.99866  0.373
14 H 0.03541 -1.72113 -1.30636  0.373
15 C -1.13276 0.45410 1.12282  -1.514
16 H 1.57114 1.56127 -0.87532  0.377



Ranking the structures above by energy, Q is first and the second is 33.4 kcal/mol behind.